Entry 1:
Computed, not measured: an isolated molecule of C5H8OS2, with ωB97M-V/def2-TZVPD.

Structure (XYZ):
```
16
Properties=species:S:1:pos:R:3:forces:R:3
C -0.71234 -0.43388 0.93564 -1.5 -1.3 0.5
C -1.35707 0.76516 0.11033 -1.5 -1.0 3.0
C 1.17798 0.99817 -1.23099 -0.4 0.0 -0.7
C 1.05195 -0.43120 -0.73534 -1.0 0.8 -2.1
C 0.67579 -0.37187 0.62716 3.8 0.6 2.5
H -0.92657 -2.43710 1.12029 -0.9 2.4 -1.9
H -0.88437 -0.41705 2.01375 -0.1 0.8 0.0
H -2.01662 0.25825 -0.56189 -0.5 -0.2 -0.5
H -1.99367 1.24269 0.93708 0.8 0.0 -1.7
H 2.02483 1.49430 -0.81575 0.6 0.5 0.3
H 1.08888 1.17028 -2.29835 0.8 -0.5 -0.2
H 0.28625 -0.92541 -1.33697 0.3 -0.3 0.1
H 1.23966 0.42742 1.20752 -1.0 -0.7 -0.8
O -1.28972 -1.67781 0.50247 0.6 -1.7 1.3
S -0.36886 1.96616 -0.73906 0.9 0.1 0.3
S 2.00388 -1.62811 0.26411 -0.6 0.6 -0.3
```
Positions in Å, forces in eV/Å.

total charge = 0
SMILES string = O[C@@H]1CSC[C@H]2S[C@H]12
spin multiplicity = 1
E_HOMO = -8.796 eV
energy relative to the best compared isomer or geometry (same formula, charge and spin) = 227.22 kJ/mol

Charge distribution, Mulliken scheme, values in e: C -0.1537; C -0.6203; C -0.7355; C -0.2522; C -0.0715; H 0.3441; H 0.3487; H 0.3479; H 0.3180; H 0.3833; H 0.3803; H 0.2305; H 0.3619; O -0.5729; S -0.1439; S -0.1648

=====

Entry 2:
Computed, not measured: a cluster of 7 separate species, C53H108F9N4O7S in total, with ωB97M-V/def2-TZVPD.

Structure (XYZ):
```
182
Properties=species:S:1:pos:R:3:forces:R:3
C -2.66103 6.15275 -4.58571 0.7 0.2 -0.7
C -2.22277 4.91788 -3.84496 1.2 0.9 2.5
C -1.54570 3.86718 -4.66247 1.3 -0.9 -0.5
C -1.22865 2.51777 -3.96296 -0.4 0.3 -2.4
N -1.29041 1.35401 -4.99467 -1.6 0.1 2.5
C -2.76685 1.24594 -5.54962 1.6 1.6 0.5
C -2.99301 -0.19476 -5.71818 -0.7 -1.8 0.0
C -1.74826 -0.91969 -5.27879 0.8 -0.3 -0.4
C -1.22730 -0.00064 -4.20193 2.1 -0.4 -1.4
C -0.24559 1.55251 -5.99966 1.0 0.7 -0.7
C 1.16283 1.60836 -5.37569 0.6 -0.5 0.7
C 2.35580 1.42560 -6.33660 1.0 -1.9 1.1
H -1.84924 6.50119 -5.24491 -0.3 0.2 0.2
H -3.02955 6.97481 -3.96277 0.3 -0.3 0.1
H -3.47949 5.86577 -5.21004 -0.7 0.0 -0.7
H -3.09919 4.54231 -3.34786 -0.3 -0.6 0.5
H -1.49633 5.21996 -3.03167 -1.0 -0.4 -0.7
H -0.53076 4.18311 -4.96260 -0.6 0.6 -0.5
H -2.19231 3.69202 -5.53023 0.4 -0.1 -0.2
H -1.97058 2.32707 -3.28137 -1.7 -0.7 1.9
H -0.29122 2.44161 -3.45543 0.5 0.2 0.2
H -2.91487 1.76218 -6.50270 0.4 0.3 0.4
H -3.29372 1.74520 -4.73805 -0.6 -0.2 -0.3
H -3.26818 -0.43673 -6.71626 -0.2 -0.2 -0.9
H -3.79011 -0.56901 -5.11221 -0.8 0.1 0.5
H -1.01848 -0.94353 -6.09359 -0.1 -0.1 0.1
H -1.87126 -1.96808 -4.99489 -0.2 0.3 0.2
H -0.16014 -0.25132 -3.95523 -1.4 0.7 0.0
H -1.84471 -0.03682 -3.31805 -0.2 0.9 0.3
H -0.47206 2.54628 -6.44572 0.2 -0.7 0.1
H -0.31261 0.81714 -6.80061 -0.1 -0.1 0.2
H 1.31665 0.81210 -4.58289 -0.4 1.0 -0.9
H 1.26724 2.55909 -4.85615 0.0 0.1 0.0
H 2.23278 1.70074 -7.37499 -0.1 0.5 -0.1
H 2.58977 0.32624 -6.31538 -0.4 0.8 -0.5
H 3.31391 1.80218 -5.88323 -1.1 0.3 -0.6
C 6.20372 -0.57711 -1.63262 -0.8 -1.0 0.1
C 5.71113 -1.98521 -1.22213 0.1 -0.7 0.6
C 5.81673 -2.31560 0.32622 -1.2 -0.6 -0.8
C 4.58527 -1.81267 1.04305 -0.8 0.9 1.0
N 4.52265 -1.94758 2.57095 1.1 0.2 0.1
C 4.75157 -3.42617 2.90269 0.8 1.3 -1.2
C 4.00404 -3.66997 4.17336 -0.6 -1.6 0.7
C 2.94158 -2.60561 4.36021 0.0 0.8 -1.0
C 3.14423 -1.74644 3.10370 -0.7 1.2 -0.6
C 5.50892 -0.93903 3.16772 0.1 -0.4 -1.0
C 5.66988 -0.98883 4.69356 0.1 1.3 0.0
C 6.45361 0.23128 5.16232 0.3 0.8 -1.3
H 7.25881 -0.45990 -1.40481 0.2 0.0 -0.3
H 5.66069 0.15283 -1.05178 -0.2 0.4 0.2
H 5.95822 -0.38678 -2.68830 0.4 -0.1 0.3
H 6.24831 -2.79633 -1.74868 0.1 0.6 0.2
H 4.66272 -2.17895 -1.52782 0.6 0.6 0.3
H 6.72533 -2.01941 0.82525 0.5 0.4 -0.2
H 5.73970 -3.39917 0.43452 0.5 -0.1 -0.2
H 3.64935 -2.23364 0.73419 -0.2 -1.1 -0.6
H 4.33773 -0.79510 0.85139 0.4 1.3 -0.1
H 5.83398 -3.50532 3.03920 -0.2 -0.6 -0.4
H 4.37417 -3.88639 1.93671 0.5 -0.2 1.7
H 4.65297 -3.82346 5.04069 0.0 0.4 -0.2
H 3.46885 -4.59374 4.10323 -0.1 -0.9 -0.2
H 3.05875 -2.14122 5.33240 0.0 0.6 -0.2
H 1.89813 -2.90445 4.27436 0.1 -0.5 0.2
H 2.92266 -0.68321 3.22730 0.1 -0.1 0.0
H 2.52294 -2.05463 2.25443 -0.5 -0.2 0.8
H 5.25366 0.04414 2.65484 -0.1 -1.0 1.3
H 6.46655 -1.18708 2.69202 0.0 0.0 0.3
H 6.26172 -1.83983 5.02479 -0.3 -0.4 -0.2
H 4.76060 -0.91079 5.26719 -0.6 -0.5 -0.3
H 6.49996 0.31470 6.23548 0.2 -0.2 0.3
H 6.05450 1.18725 4.77313 -0.2 -0.5 0.2
H 7.43522 0.17129 4.70124 0.5 0.1 0.4
C 0.15267 6.20986 -1.49460 0.4 -0.2 0.5
C -0.91295 7.17261 -1.04563 -0.3 0.5 0.1
C -1.29681 7.05227 0.41408 -0.3 0.6 1.6
C -2.27992 5.92852 0.71297 -0.7 -0.2 0.3
N -2.28789 5.35385 2.16191 0.7 0.6 -1.9
C -3.16036 4.13872 2.09931 2.5 -2.0 1.2
C -4.54431 4.59962 2.00949 -1.3 1.0 -1.0
C -4.51542 5.96984 2.77674 0.3 -0.3 0.3
C -3.00044 6.23224 3.16929 -0.8 0.6 -2.5
C -0.89917 4.94654 2.60157 0.2 -0.4 -0.5
C -0.00029 4.14716 1.57003 -1.0 1.4 0.6
C 1.19101 3.54192 2.27332 0.9 -0.4 -0.8
H 0.26729 6.20955 -2.56051 0.0 0.0 -0.7
H -0.08715 5.18732 -1.17716 0.3 0.1 -0.1
H 1.12740 6.54347 -1.10554 -0.2 -0.4 0.2
H -1.82203 7.09961 -1.60744 -0.6 -0.4 -0.7
H -0.57924 8.18018 -1.24696 0.2 0.4 0.1
H -1.72506 7.99222 0.82314 0.2 -0.3 -0.5
H -0.39584 6.91792 1.00951 0.2 -0.1 0.0
H -2.14100 5.05515 0.09379 0.4 -0.5 -0.3
H -3.33123 6.19033 0.48884 0.6 0.3 0.3
H -2.81322 3.61629 3.03909 -1.2 0.2 -0.7
H -2.81748 3.52486 1.26296 -0.2 0.1 -0.1
H -5.25981 3.99515 2.55533 0.1 -0.6 -0.4
H -4.83352 4.63014 0.87750 0.2 0.2 2.2
H -5.09759 5.87828 3.70442 0.1 0.2 -0.4
H -4.97171 6.71264 2.11783 0.4 0.4 0.5
H -2.69912 5.85390 4.13164 -0.2 0.2 0.5
H -2.70362 7.29036 2.97034 -0.1 -0.9 0.6
H -1.14900 4.37998 3.49024 0.6 -0.3 0.3
H -0.36136 5.83590 2.89456 0.0 0.4 0.2
H 0.31865 4.88389 0.82377 0.0 -0.3 0.1
H -0.61191 3.40498 1.07662 -0.1 -0.3 -0.3
H 1.97811 3.13503 1.57147 -1.0 0.6 0.6
H 0.87975 2.73376 2.88184 -0.4 -1.1 0.5
H 1.67285 4.20417 2.97333 0.3 0.7 0.0
C -4.01088 -5.93081 2.86276 -0.4 -0.2 -1.5
C -2.63222 -5.55661 3.35444 -0.3 0.5 1.1
C -1.60173 -4.91159 2.43455 -0.1 1.7 1.2
C -1.51518 -5.51077 1.05957 1.3 0.4 0.2
N -0.64617 -4.71454 0.06673 0.4 0.4 0.7
C -1.10945 -3.28147 -0.04829 0.2 0.4 -1.2
C -2.37566 -3.31963 -0.84133 -0.4 -1.3 -1.1
C -2.13739 -4.47197 -1.88909 -0.7 -1.0 1.7
C -0.91329 -5.24397 -1.29935 -0.8 -0.5 -0.8
C 0.91536 -4.69096 0.28186 -1.3 1.8 0.4
C 1.56245 -6.03401 0.11732 1.0 1.7 0.0
C 2.98729 -5.91097 0.72215 -0.1 -1.4 -1.3
H -4.08520 -6.86862 2.25860 0.3 0.7 0.4
H -4.51523 -5.13336 2.28426 0.3 -0.2 0.1
H -4.61026 -6.06730 3.73463 -0.6 -0.3 0.6
H -2.19740 -6.44928 3.78868 0.1 -0.2 0.4
H -2.84675 -4.81412 4.19277 0.8 -1.2 -1.0
H -0.68732 -4.84320 3.05628 0.1 -0.4 -0.8
H -1.87825 -3.83460 2.42295 0.1 -0.6 -0.6
H -2.51073 -5.49467 0.65250 -0.3 -0.3 -0.4
H -1.11887 -6.53159 1.07756 -0.2 0.1 -0.1
H -0.36170 -2.86868 -0.71545 0.3 0.6 0.2
H -1.22834 -2.69838 0.84706 0.7 -0.2 0.8
H -2.61876 -2.40701 -1.37382 0.1 0.3 0.3
H -3.18972 -3.58806 -0.17682 -0.4 0.1 -0.1
H -1.88758 -4.13116 -2.87898 -0.2 0.2 -0.2
H -3.03957 -5.15122 -1.90906 1.0 0.8 -0.3
H -0.03205 -5.08733 -1.91929 0.0 0.0 0.1
H -1.13559 -6.31403 -1.18640 0.3 0.3 -0.3
H 1.10156 -4.35861 1.30757 -0.5 0.2 0.0
H 1.20593 -3.81951 -0.38825 0.2 -1.6 0.6
H 1.61872 -6.20704 -0.94112 0.0 -0.8 -0.4
H 0.90832 -6.68562 0.66880 0.2 -1.0 0.0
H 3.62921 -5.19795 0.22409 -0.3 0.7 -0.4
H 3.57906 -6.82259 0.58785 -0.4 -0.2 0.2
H 2.95335 -5.69411 1.75549 -0.1 0.3 1.3
C -2.94659 1.87070 -0.52456 0.3 -0.6 -1.1
O -2.03717 0.90981 -1.12827 1.2 0.2 0.8
O -2.63526 3.10766 -0.77396 -0.4 0.5 0.0
C -4.30767 1.30549 -1.00757 0.6 0.8 -1.0
F -4.36239 -0.03627 -0.94105 -0.2 0.0 -0.3
F -5.22096 1.75940 -0.15576 -1.2 0.4 -0.2
F -4.64593 1.66636 -2.32543 0.2 -0.5 1.6
C -1.27321 0.19623 -0.12340 0.3 1.7 -0.1
C 0.20712 0.19084 -0.44206 -0.7 -0.8 -0.6
H 0.51438 1.22754 -0.32346 0.5 0.0 -0.2
H 0.73220 -0.49494 0.24596 -0.1 0.4 -0.2
H 0.31287 -0.18615 -1.48500 0.4 0.5 0.7
H -1.72967 -0.73771 -0.12846 -0.4 -2.0 0.5
H -1.39164 0.65224 0.88054 -0.2 -0.3 -0.6
H -3.00125 1.59421 0.53408 0.0 -0.1 0.7
C -0.48041 -1.29520 3.68301 0.1 -0.2 -0.8
O -1.78468 -1.90059 3.43192 -0.5 0.1 1.5
O 0.31166 -1.51795 2.66800 0.1 0.1 0.0
C -0.65200 0.18107 4.05672 1.8 -1.2 1.4
F 0.60803 0.67125 4.35993 -0.3 0.0 -0.2
F -1.15965 0.96864 3.19004 -1.3 1.8 -1.8
F -1.32898 0.30487 5.22427 -0.4 0.5 0.1
C -2.67012 -2.08919 4.59421 0.3 1.1 -1.0
C -4.05651 -1.65363 4.13819 -0.4 0.3 1.5
H -4.16700 -2.12414 3.17070 -0.2 0.6 -0.6
H -4.81345 -2.17069 4.75998 0.3 0.4 0.0
H -4.25676 -0.55047 4.23102 0.3 -1.1 -0.7
H -2.24976 -1.55886 5.47194 -0.6 -0.6 -0.5
H -2.81650 -3.13720 4.79099 0.7 -0.5 0.3
H -0.10363 -1.56602 4.67403 0.1 -1.4 0.7
C 1.09098 -2.86417 -4.19138 1.1 0.9 2.8
F -0.06219 -3.04350 -3.42396 0.6 0.6 -0.7
F 1.11879 -3.84183 -5.02679 0.0 -1.1 -1.3
F 0.97158 -1.70121 -4.87818 0.1 -0.5 0.1
S 2.62312 -2.89935 -2.92571 -3.8 0.2 -1.4
O 2.20906 -1.86260 -1.99050 0.6 -0.3 0.0
O 2.39859 -4.25368 -2.47831 0.6 -0.4 0.6
O 3.74530 -2.65214 -3.76200 1.0 0.3 -0.2
```
Positions in Å, forces in eV/Å.

total charge = +1
spin multiplicity = 1
E_HOMO = -9.113 eV
energy relative to the best compared isomer or geometry (same formula, charge and spin) = 0.00 kJ/mol

Results of the Mulliken charge analysis, in e, for atoms 1 through 99: C -1.7447; C 1.2051; C -1.2528; C -0.2357; N 0.7234; C -0.4195; C -1.1856; C -0.6155; C 0.9326; C -0.8654; C 0.1842; C -1.3402; H 0.3139; H 0.4354; H 0.4550; H 0.2491; H -0.7902; H 0.3419; H 0.2687; H -0.4557; H 0.8901; H 0.3665; H 0.3307; H 0.4711; H 0.4049; H 0.4311; H 0.3004; H -0.6885; H -0.2434; H 0.4900; H 0.6571; H -0.1312; H 0.2721; H 0.3423; H 0.2902; H 0.3569; C -1.4624; C 0.1693; C -0.5635; C -1.5616; N 1.4519; C 0.3332; C -1.1840; C -0.3563; C -0.5756; C -0.7039; C 0.1136; C -1.5849; H 0.3676; H 0.3083; H 0.3940; H 0.5097; H -0.5626; H 0.3496; H 0.4787; H 0.3489; H 0.8033; H 0.4625; H -0.6121; H 0.2686; H 0.5497; H 0.3802; H 0.1285; H 0.2741; H -0.2096; H 0.3185; H 0.4211; H 0.2406; H 0.1236; H 0.4116; H 0.3433; H 0.3915; C -1.2014; C -0.5355; C -0.9584; C -0.1929; N 0.4997; C 0.0430; C -0.6823; C -0.7594; C -0.5510; C -1.7687; C 1.8682; C -1.6076; H 0.4794; H 0.1339; H 0.4176; H 0.2042; H 0.5108; H 0.4138; H 0.3590; H 0.0397; H 0.6026; H 0.4279; H -0.3964; H 0.4769; H 0.2139; H 0.4162; H 0.3058

=====

Entry 3:
Computed, not measured: a cluster of 4 separate species, C24H43BFN3O8S in total, with ωB97M-V/def2-TZVPD.

Structure (XYZ):
```
81
Properties=species:S:1:pos:R:3:forces:R:3
C 0.80824 3.88517 0.97359 0.1 -0.2 -0.4
C 0.59339 2.64176 2.08220 -0.7 1.6 -0.7
C 0.63627 3.43367 3.51391 -0.4 1.4 0.3
B 0.42475 2.54513 4.86551 -0.8 -1.6 2.5
O 1.56707 2.11678 5.74682 -2.3 -1.2 -3.2
O -0.92813 2.11259 5.36209 2.3 2.5 -2.0
C -0.95187 2.15466 1.84318 -1.5 0.0 -0.4
C -1.16347 0.56284 1.54210 -0.6 1.9 0.0
S 0.03115 -0.37519 2.63250 -1.7 -9.6 2.0
O -0.54003 -0.64509 4.07986 2.4 3.0 -4.9
O 0.13616 -1.82112 2.00277 0.0 5.9 1.5
O 1.59698 0.26026 2.60894 -2.8 1.1 -0.2
C 1.74727 1.50049 1.84493 1.3 2.2 -0.9
C 3.14341 2.18944 2.45833 0.0 -1.2 0.8
C 4.53445 1.56883 1.92511 1.0 1.2 1.4
F 4.93585 0.48114 2.89430 -0.9 1.8 -2.3
C 1.89345 1.15814 0.21385 0.0 -0.4 -0.9
C 2.08467 -0.42427 -0.13863 -0.1 -4.8 -1.5
C 0.90235 -1.16760 -1.06353 2.8 -2.2 1.2
C 0.93629 -2.76273 -1.45737 2.7 1.9 2.3
C 2.16976 -3.73293 -0.95329 -0.2 4.4 1.0
C 3.37401 -3.03770 -0.07244 -3.7 2.1 -1.4
C 3.30337 -1.41545 0.31854 -2.5 -1.3 -1.9
H 1.93377 4.09110 0.73628 -2.0 -0.4 0.6
H 0.34153 4.86527 1.44842 0.9 -2.1 -1.2
H 0.30367 3.62057 -0.07570 1.0 0.7 2.4
H -0.28229 4.19845 3.47801 1.9 -1.6 -0.1
H 1.58441 4.14673 3.65059 -1.9 -1.8 -0.5
H 1.69597 1.13478 5.50301 -0.2 1.9 0.9
H -1.65107 2.64023 4.91121 1.3 -1.0 0.7
H -1.42137 2.72981 0.90734 1.1 -1.2 2.0
H -1.69068 2.42441 2.74176 2.0 -0.5 -1.8
H -2.26346 0.25468 1.88644 2.8 0.3 -0.6
H -1.02048 0.33604 0.40119 0.1 0.0 2.5
H 3.08932 1.95870 3.62878 0.3 0.6 -2.5
H 3.16884 3.35185 2.36309 -0.2 -2.3 -0.2
H 4.59693 1.24379 0.80862 -0.2 0.1 2.3
H 5.37535 2.40472 2.06833 -1.8 -2.0 -0.3
H 2.78128 1.80199 -0.25801 -1.9 -1.5 1.2
H 0.92769 1.50235 -0.39926 2.0 -0.8 1.5
H -0.00996 -0.52973 -1.43760 2.0 -1.4 0.7
H 0.02622 -3.17722 -2.08667 2.2 0.9 1.4
H 2.14161 -4.88632 -1.23703 0.2 2.8 0.8
H 4.27109 -3.68760 0.31059 -2.0 1.5 -0.8
H 4.19154 -1.00331 0.95157 -1.9 -0.9 -1.2
C 5.43079 4.06570 -0.52665 0.7 0.4 0.4
O 6.00660 3.00010 -0.34869 -0.3 0.9 0.0
N 5.89509 5.30139 -0.12837 -0.8 -1.2 -0.5
C 5.15188 6.51882 -0.37724 0.2 -0.1 0.1
C 7.16609 5.38663 0.56079 0.1 -0.3 0.0
H 4.45704 4.11549 -1.04054 0.0 0.1 0.0
H 5.76443 7.18822 -0.98811 -0.2 0.1 0.0
H 4.92686 6.99753 0.58018 -0.1 0.1 -0.2
H 4.21624 6.30898 -0.90242 0.2 0.0 0.1
H 7.94917 4.97784 -0.08499 0.0 0.1 0.2
H 7.11582 4.78803 1.47541 0.2 0.1 -0.1
H 7.40039 6.42423 0.81216 -0.1 -0.2 -0.1
C -2.74933 -3.84322 -3.91957 -0.2 -0.5 0.7
O -2.61129 -2.74680 -3.39274 -0.1 -0.7 -0.1
N -3.10097 -5.00536 -3.26620 0.4 1.2 -1.0
C -3.24421 -6.26625 -3.96339 -0.1 0.0 0.2
C -3.33495 -4.96591 -1.83744 0.1 0.3 0.1
H -2.59544 -3.98588 -5.00156 0.0 -0.1 0.0
H -4.26752 -6.62918 -3.83076 0.1 -0.2 -0.1
H -2.54025 -6.98731 -3.53801 -0.1 -0.1 -0.2
H -3.03945 -6.15163 -5.03120 0.0 0.1 0.2
H -4.14496 -4.26042 -1.62884 0.3 -0.2 0.2
H -2.42636 -4.61667 -1.33756 -0.2 0.0 0.1
H -3.60387 -5.95678 -1.46254 0.0 0.2 -0.2
C -8.24824 -5.12330 -2.68024 0.7 0.4 0.0
O -7.52072 -6.09021 -2.49442 -0.3 0.9 -0.2
N -7.82207 -3.82259 -2.84652 -0.7 -1.2 0.1
C -8.74898 -2.73143 -3.06251 0.2 -0.1 0.0
C -6.40292 -3.53646 -2.80422 0.0 -0.3 0.1
H -9.34427 -5.22819 -2.72994 0.0 0.1 0.0
H -8.52306 -2.26080 -4.02372 -0.2 0.1 0.1
H -8.62818 -2.00052 -2.25776 -0.2 0.1 -0.1
H -9.78241 -3.08812 -3.07143 0.2 0.0 0.0
H -5.90106 -4.10802 -3.59086 0.1 0.1 0.1
H -6.00564 -3.84913 -1.83377 0.0 0.1 -0.2
H -6.21956 -2.46892 -2.95058 -0.1 -0.2 0.0
```
Positions in Å, forces in eV/Å.

total charge = 0
SMILES string = C[C@@]1(CB(O)O)CCS(=O)(=O)O[C@@]1(CCF)Cc1ccccc1.CN(C)C=O.CN(C)C=O.CN(C)C=O
spin multiplicity = 1
E_HOMO = -8.064 eV

Charge distribution, Mulliken scheme, values in e: C -1.1154; C 1.4423; C -1.4749; B 0.5051; O -0.5755; O -0.5640; C -0.6818; C -0.3543; S 1.0827; O -0.6174; O -0.6059; O -0.3832; C 1.1258; C -0.8537; C -0.2028; F -0.4039; C -0.3230; C 0.2637; C -0.4024; C -0.3353; C -0.4345; C -0.5503; C -0.1133; H 0.0335; H 0.4132; H 0.3303; H 0.3908; H 0.1135; H 0.3727; H 0.3355; H 0.3115; H 0.1888; H 0.4687; H 0.0557; H 0.0985; H 0.3394; H 0.3125; H 0.0617; H 0.2163; H 0.3434; H 0.2161; H 0.2510; H 0.2593; H 0.2924; H 0.1340; C 0.0640; O -0.6186; N 0.1385; C -0.9854; C -0.9589; H 0.3615; H 0.3713; H 0.3440; H 0.3146; H 0.3086; H 0.2865; H 0.3918; C -0.0137; O -0.5694; N 0.2665; C -0.9562; C -0.8507; H 0.3385; H 0.3263; H 0.3549; H 0.2939; H 0.2002; H 0.2873; H 0.3707; C 0.0273; O -0.5678; N 0.1599; C -0.9153; C -0.8063; H 0.2806; H 0.3239; H 0.3183; H 0.3063; H 0.2585; H 0.1740; H 0.4078

=====

For the records above, the corresponding E_LUMO values read 0.63 -1.26 0.00 eV.
For the records above, the corresponding orbital gap values read 0.346 0.289 0.297 Eh.